ORCA calculation (ωB97M-V/def2-TZVPD) on 2 unconnected molecules or ions with the total composition C4H13NO.

Bonds (Å) are listed after each position.
Atoms and positions in Å:
1 C -2.013 0.589 -0.409  C2 1.566, H6 1.098, H7 1.084, H8 1.109
2 C -1.518 0.506 1.075  C1 1.566, C3 1.555, H9 1.127, H10 1.113
3 C -0.147 -0.216 0.950  C2 1.555, N4 1.460, H11 1.164, H12 1.068
4 N 0.887 0.548 0.257  C3 1.460, C5 1.463, H13 1.077
5 C 2.093 -0.251 0.468  N4 1.463, H14 1.101, H15 1.176, H16 1.088
6 H -2.012 -0.436 -0.801  C1 1.098
7 H -2.866 1.104 -0.838  C1 1.084
8 H -1.195 1.158 -0.893  C1 1.109
9 H -1.190 1.535 1.396  C2 1.127
10 H -2.256 0.137 1.821  C2 1.113
11 H 0.267 -0.461 2.011  C3 1.164
12 H -0.085 -1.187 0.509  C3 1.068
13 H 0.968 1.435 0.862  N4 1.077
14 H 1.874 -1.329 0.415  C5 1.101
15 H 3.145 -0.197 -0.056  C5 1.176
16 H 2.243 -0.232 1.546  C5 1.088
17 H 1.209 -1.084 -2.378  O19 0.894
18 H -0.161 -0.684 -2.800  O19 1.010
19 O 0.758 -0.934 -3.136  H17 0.894, H18 1.010

Output
HOMO = -9.35 eV
ΔE to the lowest compared entry with this formula, charge and spin = 49.4 kcal/mol
Structure (SMILES) = CCCNC.O
HOMO-LUMO gap = 10.3 eV

Results of the natural (NBO) charge analysis, in e, for atoms 1 through 6: number 1, C, carries -0.636; number 2, C, carries -0.407; number 3, C, carries -0.216; number 4, N, carries -0.620; number 5, C, carries -0.447; number 6, H, carries 0.192